1.
The following is a DFT calculation (wB97M-V/def2-TZVPD) of H10NaO5 as an isolated structure.

The geometry in XYZ format:
```
16
Properties=species:S:1:pos:R:3:forces:R:3
Na 0.571754 0.013470 -0.266616 -0.29 0.16 0.16
O 0.174588 2.483860 -0.996540 -0.17 -0.21 -0.05
H 0.342833 3.434329 -1.003565 0.06 -0.14 0.06
H -0.495161 2.347547 -1.680136 0.17 0.03 -0.03
O -0.894802 -0.848723 1.719922 0.13 -0.05 -0.19
H -1.254244 -0.855902 2.616397 0.11 0.14 -0.11
H -1.051124 -1.737930 1.389902 -0.20 0.00 0.10
O 0.277193 -2.697308 -0.843847 0.34 0.66 0.35
H 1.225682 -2.806858 -0.680490 -0.19 -0.31 -0.14
H -0.145286 -3.074643 -0.064565 0.06 -0.29 -0.16
O -1.551838 0.143344 -1.731410 -0.04 0.23 0.33
H -2.133062 -0.492015 -2.169634 0.21 0.02 -0.02
H -2.154632 0.732597 -1.256518 -0.01 -0.17 -0.06
O 2.233549 0.871549 1.380384 -0.20 0.16 -0.15
H 2.135995 1.832969 1.401090 0.09 -0.14 0.02
H 2.718556 0.653714 2.185628 -0.07 -0.06 -0.13
```
Forces are in eV/Å.

total energy: -544.35273 hartree
total charge: +1

***

2.
The following is a DFT calculation (wB97M-V/def2-TZVPD) of a 5-piece molecular cluster, H10O4S overall at a distorted geometry.

The geometry in XYZ format:
```
15
Properties=species:S:1:pos:R:3:forces:R:3
O -1.929094 3.280933 -0.792798 3.40 0.04 0.76
H -1.032139 3.124942 -0.283189 -2.84 0.35 -1.28
H -1.586860 3.789043 -1.560059 -0.56 -0.38 0.53
O -1.073409 -2.285091 0.515446 -0.43 -1.91 1.44
H -0.341948 -1.920130 0.041422 0.87 0.11 -0.40
H -0.756484 -3.135509 0.951830 -0.42 1.83 -1.01
O 2.937796 -2.110144 0.257966 1.73 1.52 -2.36
H 3.172297 -1.852833 -0.689360 -1.47 -1.13 0.90
H 3.723847 -1.600913 0.527505 -0.32 -0.37 1.41
O -1.865687 1.032231 3.375450 0.22 0.11 0.03
H -2.039947 0.371744 2.694263 0.19 0.07 0.05
H -0.915276 1.216771 3.352124 -0.40 -0.22 -0.10
S 0.660169 -0.568941 -2.736905 0.00 -0.85 -0.53
H 0.785030 0.436888 -1.917228 0.09 0.80 0.65
H 0.261707 0.221009 -3.736471 -0.04 0.04 -0.07
```
Forces are in eV/Å.

total energy: -705.09419 hartree
SMILES: O.O.O.O.S

***

3.
The following is a DFT calculation (wB97M-V/def2-TZVPD) of a 5-piece molecular cluster, H10O5 overall at a distorted geometry.

The geometry in XYZ format:
```
15
Properties=species:S:1:pos:R:3:forces:R:3
O 0.218235 0.690197 -1.465805 3.68 0.17 0.01
H 0.413227 1.623114 -1.674032 -0.91 -0.15 0.03
H 1.218982 0.429514 -1.418633 -2.79 -0.04 -0.02
O -4.121131 -2.349927 -1.391648 2.34 1.53 -0.97
H -4.497615 -2.658959 -0.588761 -0.23 -0.28 1.20
H -3.263088 -1.851659 -1.176941 -2.10 -1.25 -0.24
O -2.785416 3.632705 0.929850 0.82 -0.26 0.33
H -2.099517 3.128230 1.415233 -0.76 0.40 -0.42
H -3.620482 3.199736 1.115879 -0.05 -0.14 0.09
O 0.623816 -2.667416 2.025281 1.63 1.83 1.58
H 1.185309 -2.004432 2.561387 -1.22 -1.85 -0.94
H 0.348738 -2.079329 1.325802 -0.43 0.04 -0.65
O 5.892725 0.310997 -0.588591 -1.91 1.50 -2.79
H 5.110038 0.633331 -1.177484 2.41 -0.66 1.15
H 5.376179 -0.036102 0.108461 -0.48 -0.84 1.64
```
Forces are in eV/Å.

total energy: -382.14788 hartree
SMILES: O.O.O.O.O

***

4.
The following is a DFT calculation (wB97M-V/def2-TZVPD) of a 5-piece molecular cluster, H10O5 overall at a distorted geometry.

The geometry in XYZ format:
```
15
Properties=species:S:1:pos:R:3:forces:R:3
O 1.861981 1.171567 1.730554 -2.36 0.53 0.59
H 1.003372 1.585776 2.040751 1.76 0.05 -0.09
H 1.384257 0.433185 1.305889 0.81 -0.45 -0.08
O 0.017417 -2.886703 -1.018854 0.12 -2.28 -0.94
H -0.086067 -1.987873 -0.844210 0.56 2.90 0.25
H -0.618547 -3.231896 -0.412402 -0.53 -1.00 0.57
O -2.371061 -0.373971 0.169759 -1.10 -2.27 -1.00
H -2.646487 -0.297060 1.098989 -0.26 -0.41 -0.55
H -2.806194 -1.219905 -0.266924 1.23 2.65 1.73
O 0.374899 -0.402266 0.039514 -1.25 -2.93 1.80
H 0.902463 0.247970 -0.366242 -0.26 2.08 -1.16
H -0.590859 -0.343258 0.277169 1.22 1.17 -1.07
O 0.997716 2.141226 -1.074523 -1.45 -2.51 3.14
H 1.541812 2.798768 -0.746344 1.84 1.85 2.06
H 1.035298 2.364440 -1.933125 -0.34 0.62 -5.26
```
Forces are in eV/Å.

total energy: -382.15291 hartree
SMILES: O.O.O.O.O

***

5.
The following is a DFT calculation (wB97M-V/def2-TZVPD) of a 5-piece molecular cluster, H10O5 overall at a distorted geometry.

The geometry in XYZ format:
```
15
Properties=species:S:1:pos:R:3:forces:R:3
O 1.351064 0.663012 1.438660 1.11 0.68 -1.99
H 0.907441 -0.184406 1.484608 -0.18 -0.55 0.06
H 1.773727 0.638362 0.506208 -0.63 -0.17 2.13
O -0.170126 -1.471356 0.440434 -0.97 -0.40 0.15
H -1.012383 -0.921292 0.308279 0.63 -0.77 -0.12
H -0.465396 -2.401531 0.497740 0.21 0.77 -0.03
O -0.343550 1.901134 -0.359248 0.73 -0.93 1.03
H 0.122619 1.578403 0.491737 -0.68 0.70 -1.35
H 0.209365 1.491993 -1.053039 -0.28 0.24 0.25
O 1.578805 -0.295750 -1.261976 -0.37 -1.80 0.46
H 2.077540 -0.920915 -1.819707 -0.06 0.73 0.12
H 1.045258 -0.949634 -0.694498 0.39 1.20 -0.75
O -2.370086 -0.057019 -0.210729 0.49 0.59 0.23
H -1.800238 0.748924 -0.320848 -0.10 -0.19 -0.25
H -2.904040 0.180082 0.552381 -0.28 -0.10 0.07
```
Forces are in eV/Å.

total energy: -382.21193 hartree
SMILES: O.O.O.O.O

***

6.
The following is a DFT calculation (wB97M-V/def2-TZVPD) of H10O5 as an isolated structure at a distorted geometry.

The geometry in XYZ format:
```
15
Properties=species:S:1:pos:R:3:forces:R:3
O 15.780340 0.970390 17.234090 3.80 1.35 0.59
H 16.461260 1.384670 17.764140 0.43 -0.05 0.22
H 15.874400 1.368520 16.368710 -0.47 -0.71 1.03
O 14.135690 -0.039020 18.072330 -5.16 -1.43 4.08
H 13.715520 0.499730 18.742740 -0.38 0.06 0.44
H 14.887340 0.479040 17.784450 -0.67 -0.49 0.64
O 14.704240 -1.014820 16.313770 0.38 -1.70 -2.14
H 14.987800 -1.678300 15.684780 0.15 -0.38 -0.47
H 14.807870 -0.184180 15.849520 -0.31 -0.18 -0.09
O 17.353850 3.213840 17.305620 1.10 1.90 3.07
H 17.041930 2.728550 16.541790 1.47 1.15 1.35
H 16.597210 3.252770 17.890610 0.01 0.49 0.42
O 16.599140 2.123650 15.607800 -0.78 -0.49 -8.02
H 16.799700 1.466410 14.941430 0.70 -0.37 -0.59
H 15.850870 2.604060 15.253490 -0.27 0.85 -0.53
```
Forces are in eV/Å.

total energy: -381.98570 hartree

***

7.
The following is a DFT calculation (wB97M-V/def2-TZVPD) of a 5-piece molecular cluster, H10O5 overall at a distorted geometry.

The geometry in XYZ format:
```
15
Properties=species:S:1:pos:R:3:forces:R:3
O -0.653959 -0.249999 1.990139 0.72 1.22 1.73
H 0.123070 -0.583639 1.527645 -0.62 0.38 -0.06
H -0.961408 -1.003811 2.506116 -0.06 0.20 -0.20
O 2.120606 -0.417870 0.262897 0.00 -0.22 0.40
H 2.817723 0.177989 0.559490 -0.08 0.07 -0.10
H 1.849786 -0.879392 1.064548 0.31 0.02 -0.01
O -1.044715 -1.846153 0.451897 -0.11 -1.49 -1.28
H -1.575429 -1.889486 -0.351506 -0.02 -0.01 -0.06
H -0.538641 -2.666400 0.443176 -0.12 -0.22 -0.18
O -1.901311 3.686011 -0.403171 -0.20 -0.06 -0.06
H -2.324682 3.539813 -1.256619 0.10 0.04 0.06
H -2.423493 3.157909 0.211178 0.13 0.02 0.01
O 1.452958 -0.859352 -2.406025 -0.14 -0.31 -0.31
H 1.002926 -0.948617 -1.558386 0.21 0.23 0.02
H 2.241524 -1.405451 -2.311527 -0.10 0.15 0.05
```
Forces are in eV/Å.

total energy: -382.14831 hartree
SMILES: O.O.O.O.O

***

8.
The following is a DFT calculation (wB97M-V/def2-TZVPD) of a 5-piece molecular cluster, H10O5 overall at a distorted geometry.

The geometry in XYZ format:
```
15
Properties=species:S:1:pos:R:3:forces:R:3
O 24.970449 -7.468025 30.353368 0.47 -0.33 0.74
H 24.782742 -8.401179 30.528193 -0.11 -0.14 0.13
H 25.693895 -7.457341 29.721385 0.80 0.10 -0.27
O 24.084891 -10.147827 30.103018 -1.48 0.66 0.80
H 23.214142 -9.820769 29.754183 1.55 -0.70 0.06
H 24.696067 -10.367165 29.410527 -0.08 -0.12 -0.85
O 26.802998 -7.084915 28.375257 -0.51 0.14 -0.25
H 26.128351 -7.004670 27.681798 0.18 0.14 0.14
H 27.335474 -7.830645 28.106640 0.37 -0.28 -0.13
O 23.067343 -7.001433 28.733961 -1.16 -0.56 -1.16
H 23.855886 -7.087405 29.296330 -0.49 -0.37 0.22
H 22.576207 -7.848461 28.726778 0.64 0.87 0.08
O 23.622566 -5.226105 31.006426 1.26 1.11 -1.01
H 24.329439 -5.845601 30.743891 -0.69 0.33 0.56
H 23.091140 -5.672740 31.630980 -0.75 -0.84 0.93
```
Forces are in eV/Å.

total energy: -382.17604 hartree
SMILES: O.O.O.O.O

***

In order of appearance, Kohn-Sham gap = 12.34; 10.30; 11.18; 10.93; 11.70; 8.39; 10.66; 10.03 eV.
In order of appearance, relative energy (zero: lowest compared OMol25 entry of this formula, charge and spin) = 0.526; 1.438; 2.076; 1.939; 0.333; 6.489; 2.064; 1.310 eV.